w.
Below is the molecule C5H12NOP, with properties calculated with ωB97M-V/def2-TZVPD.

Properties
Total charge: 0
Orbital gap: 0.370 hartree

Positions of all 20 atoms, in Å:
H 1.3192 0.5198 -1.3958
N -1.3494 -1.1760 -0.5661
H -1.5874 -3.3419 -1.3097
H 1.2743 0.7251 1.6821
C -0.6318 0.1346 -0.2407
H -0.7350 -0.5058 1.7090
H -0.6028 -2.2996 -2.7232
H -2.1952 0.2314 1.2570
O -2.2577 1.0316 -1.6743
H 0.8406 2.1513 0.7060
H -0.9012 1.2829 1.6646
H -2.1329 -0.7827 -1.1276
C 1.3935 1.1957 0.7568
H 1.3456 -0.6400 -0.1828
P -0.4745 -2.4941 -1.2459
H 2.4383 1.4637 0.4643
C -1.2695 1.2037 -1.0649
C -1.1446 0.3134 1.1741
C 0.9006 0.3102 -0.3435
H -0.6485 2.1194 -0.9978

x.
Below is the molecule C5H12NOP, with properties calculated with ωB97M-V/def2-TZVPD.

Properties
Total charge: 0
Orbital gap: 0.347 hartree

Positions of all 20 atoms, in Å:
H -0.1954 -1.3139 2.7377
P 0.8796 -0.0830 0.8440
C -0.6020 -0.9651 -1.5537
C 0.1476 -0.2618 2.5469
C 0.3299 1.9791 -0.7832
O 2.2865 0.3324 1.0221
H -1.9168 0.8572 -1.1056
H -1.7290 -0.2881 0.2198
H 0.6692 1.6380 -1.7519
H 1.4016 -1.8014 -1.1764
C -1.2770 0.1213 -0.7067
H -0.5945 0.4140 2.7655
H -1.3392 -1.5637 -1.9842
C 0.3850 -1.6162 -0.7093
H 1.1671 2.2657 -0.0879
H 0.9208 -0.2326 3.1928
H -0.5135 2.7021 -0.8697
N -0.2272 0.8372 -0.0984
H 0.2299 -2.5614 -0.1735
H -0.0226 -0.4598 -2.3283

Stability, highest: x

w.
Below is a cluster of 6 separate species, C4H23N3O6 in total, with properties calculated with ωB97M-V/def2-TZVPD.

Properties
Total charge: 0
Orbital gap: 0.330 hartree

Positions of all 36 atoms, in Å:
H 0.6135 1.1377 3.1045
H -1.1558 1.2096 1.4787
H 2.2138 0.6910 -0.2708
C 1.2729 -2.1395 1.6613
C 0.2816 -0.0984 -2.6362
H -2.9764 -2.1806 -0.0698
H 0.7614 -2.2501 -1.5948
H 2.1826 -1.6181 -0.6339
O -1.5199 1.7797 -0.3307
O -2.8087 -1.3379 0.3815
O -1.6508 0.5922 2.0503
H -0.0442 0.8830 -2.9784
H -1.8843 -1.2695 0.0940
C 1.1056 -1.5971 -0.7921
H -2.5289 0.7193 1.6727
H 0.5751 3.8674 -1.6071
H -0.0163 -2.9918 0.2424
H 0.3792 2.5937 -2.4085
H 0.8114 1.3489 0.0984
N 1.3237 0.9593 -0.6700
H -0.3046 -1.5715 2.8207
H -2.1060 2.5185 -0.1554
H 0.7938 2.5587 3.0763
H 0.7823 -0.4101 2.4216
H 1.1822 -0.4247 -3.1540
H -0.4313 -0.2430 -0.6359
N 0.4866 -2.1402 0.4276
O -0.7619 -1.0289 -2.9739
H -0.9207 2.1135 -1.0017
C 0.5308 -0.2024 -1.1286
H -1.5940 -0.5737 -2.8059
O 1.0358 1.7947 2.5324
H 1.4336 -3.1663 1.9743
H 2.2100 -1.6619 1.4298
O 0.0693 3.5006 -2.3406
N 0.6585 -1.3621 2.7216

x.
Below is a cluster of 7 separate species, C4H23N3O6 in total, with properties calculated with ωB97M-V/def2-TZVPD.

Properties
Total charge: 0
Orbital gap: 0.351 hartree

Positions of all 36 atoms, in Å:
H 1.6010 3.6898 0.2627
H 2.3694 -3.2668 -0.3806
O -0.6135 -0.1311 -3.4649
H 1.0384 0.1371 -1.2508
H -0.2753 0.2515 -4.1913
H -3.5550 0.8697 0.8066
O -3.4771 0.0777 0.2118
O -1.3116 3.4591 1.0020
H 2.0228 2.3726 1.0653
C 0.7759 1.9312 -0.5538
O -1.1626 -1.6667 -0.9330
C 1.5027 -1.5412 0.6725
C 1.9721 -2.2730 -0.5416
H 0.4053 -1.6423 0.8389
H 1.1551 -2.4789 -1.3791
N -0.1257 2.1841 -1.4990
N 1.2488 0.6317 -0.5126
H -1.9737 -0.4042 2.9737
H -1.4328 -0.6482 1.6041
H -1.4667 -1.0250 -0.3137
N 1.4436 2.7638 0.4000
H -1.0303 2.7239 0.7413
O -0.7141 -3.5176 1.5734
H 1.4007 0.4938 1.6208
H 1.9196 -2.0764 1.5806
H -2.8050 0.1730 -0.4880
C 1.8539 0.0229 0.6978
H 2.9558 0.1402 0.5681
H 2.7158 -1.7316 -1.1164
H -0.5122 3.1483 -1.6095
H -0.3399 -2.7778 1.1557
H -0.5718 0.5202 -2.7912
O -1.3791 0.0505 2.3395
H -1.2216 -1.1024 -1.8339
H -1.6949 -3.4076 1.3976
H -0.7182 4.0497 1.3471

Stability, highest: w